(1)
Here is a structure of composition C17H12Cl3F3NO6Rb from the Open Molecules 2025 dataset. Energies are from ωB97M-V/def2-TZVPD.

Structure (XYZ):
```
43
Properties=species:S:1:pos:R:3:mulliken_charge:R:1
C -0.189 6.290 1.287 0.755
H 0.202 -2.613 1.815 0.381
C -0.893 4.897 1.373 0.500
C -1.044 -0.546 -2.449 0.164
C 4.747 -3.313 1.358 -0.560
C 3.439 -5.253 1.811 -0.487
H 0.717 -2.130 -0.042 0.533
C -0.328 -0.783 -1.131 0.507
C -2.401 -0.035 -4.745 -0.512
O -4.173 2.098 -4.675 -0.768
H -1.304 -1.660 -5.620 0.384
C -0.793 -1.343 -3.557 -0.556
C 2.297 -3.081 1.520 1.031
H -0.078 -2.150 -3.478 0.451
F 0.623 6.487 2.352 -0.279
H -2.187 3.444 3.094 -0.003
C -3.692 1.817 -3.562 0.215
H 1.326 -1.196 1.432 0.390
N -1.928 0.451 -2.466 0.014
C -2.146 2.469 3.570 0.169
C 2.299 -4.474 1.772 0.451
H -2.976 0.234 -5.619 0.457
H 3.337 -6.314 2.007 0.348
O -0.130 3.927 1.264 -0.678
Cl -2.288 2.659 5.333 -0.222
O 0.304 -1.918 -1.080 -0.661
Rb -2.180 2.384 -0.219 0.917
C -1.481 -1.067 -4.729 -0.341
C -2.613 0.700 -3.580 0.231
O -0.379 0.039 -0.233 -0.533
F 0.584 6.401 0.187 -0.270
C 3.604 -2.548 1.325 -0.419
H 5.584 -5.295 1.631 0.330
Cl 0.761 -5.285 2.042 -0.303
H 3.677 -1.482 1.139 0.324
C 4.689 -4.687 1.602 -0.384
O -3.968 2.277 -2.434 -0.686
O -2.122 4.922 1.564 -0.737
C 1.143 -2.265 1.406 -2.251
F -1.040 7.330 1.262 -0.268
H 5.707 -2.833 1.196 0.317
Cl -3.488 1.495 2.921 -0.219
H -1.221 1.948 3.358 0.265
```

The value obtained for the total energy is -77979.1847 eV. The HOMO energy is -1.693 eV. As for the gap between HOMO and LUMO: 5.76 eV. Its total charge is -2.

=====

(2)
Here is a structure of composition C17H12Cl3N3O5S2SiTi from the Open Molecules 2025 dataset. Energies are from ωB97M-V/def2-TZVPD.

Structure (XYZ):
```
44
Properties=species:S:1:pos:R:3:mulliken_charge:R:1
C 4.602 4.971 0.718 -0.769
H -4.887 -3.827 -1.883 0.465
H 1.871 6.862 1.353 0.377
N 1.970 2.383 0.918 -0.425
H -1.349 -0.810 -1.919 0.374
O -5.852 -5.160 1.322 -0.675
H -1.405 -0.063 -0.472 0.261
C 1.943 0.017 0.637 1.198
C -3.223 -2.505 -1.516 -0.306
C 4.732 2.502 0.468 -0.643
Cl 2.005 -3.948 -1.390 -0.237
C -2.602 -1.702 -0.574 0.629
C -4.369 -3.208 -1.163 -0.613
C 1.848 4.746 1.161 -0.387
S -6.374 -4.019 0.586 1.264
Si -0.129 -4.413 -1.292 0.281
H -2.609 -0.976 1.448 0.359
C 2.611 3.577 0.924 -0.027
Cl -0.086 -3.478 1.007 -0.273
N -1.396 -0.978 -0.918 -0.237
C 2.454 5.968 1.173 -0.414
O 0.680 -0.026 0.818 -0.678
O -6.999 -4.352 -0.685 -0.710
Cl -0.076 -6.431 -0.743 -0.275
C -4.885 -3.110 0.117 -0.176
N 1.085 -0.839 -2.208 -0.536
C 1.467 0.044 -2.894 0.449
C 2.682 1.310 0.694 0.350
O -7.111 -3.064 1.399 -0.694
H 4.304 7.062 0.959 0.385
C 4.078 1.308 0.463 -0.453
C 4.005 3.690 0.701 0.999
C -3.109 -1.600 0.714 -0.467
O 2.554 -1.043 0.315 -0.614
H -4.678 -2.223 2.045 0.382
H 0.786 4.626 1.325 0.488
H 5.799 2.558 0.288 0.399
H 4.579 0.371 0.270 0.461
H -2.821 -2.578 -2.520 0.402
Ti 0.669 -1.708 -0.367 0.412
H 5.668 5.052 0.541 0.363
C 3.844 6.083 0.948 -0.471
C -4.254 -2.303 1.053 -0.794
S 1.978 1.234 -3.826 -0.423
```

The value obtained for the total energy is -122771.7823 eV. The HOMO energy (spin up / spin down) is -5.505 / -5.505 eV. Its spin multiplicity is 2. As for the gap between HOMO and LUMO (spin up / spin down): 6.18 / 6.25 eV. Its total charge is -1.

=====

(3)
Here is a cluster of 11 separate species, C17H12Cl40I2N in total in a non-equilibrium geometry from the Open Molecules 2025 dataset. Energies are from ωB97M-V/def2-TZVPD.

Structure (XYZ):
```
72
Properties=species:S:1:pos:R:3:mulliken_charge:R:1
C -6.146 -2.764 7.448 0.300
C -2.512 1.437 2.318 -0.833
Cl -4.521 9.271 -2.036 -0.114
Cl 11.171 -3.483 -1.181 -0.084
Cl 5.637 -5.211 2.275 -0.061
Cl 5.902 1.527 -5.187 -0.085
C 2.103 6.710 -2.846 0.319
H -1.686 -1.816 1.345 0.214
C -4.170 0.267 0.659 0.097
Cl -5.662 -1.669 6.140 -0.006
Cl -5.910 -0.687 -2.689 -0.096
Cl 7.058 -2.701 -1.414 -0.028
H -0.970 3.664 3.295 0.347
Cl 5.513 -3.849 -3.586 -0.087
Cl 5.485 -5.091 -0.965 -0.078
Cl 11.208 -2.240 -3.799 -0.095
Cl 4.414 -0.836 -5.962 -0.092
Cl -4.709 -3.320 -2.559 -0.082
Cl -4.502 7.530 -4.354 -0.112
H -0.775 -0.231 1.374 -0.041
Cl -6.213 -4.428 6.834 -0.090
Cl 1.768 0.244 0.273 -0.010
Cl -7.747 -2.292 8.055 -0.112
H -2.534 4.369 2.640 0.293
I -1.611 2.348 -0.520 -0.068
C 2.435 1.022 -1.174 0.106
Cl -3.058 -1.000 -3.088 -0.034
C 7.162 -6.081 2.523 0.296
H -6.430 1.863 2.010 0.184
Cl -6.639 -4.059 3.500 -0.110
C 5.554 -3.547 -1.837 0.187
Cl -4.316 -2.752 2.371 -0.119
I -2.823 1.683 4.491 -0.162
Cl -2.364 7.367 -2.405 0.011
Cl 7.627 -5.987 4.234 -0.107
Cl 3.475 5.614 -2.562 -0.080
Cl 4.121 0.511 -1.397 -0.021
H -1.793 -0.600 -0.083 0.128
Cl 2.362 2.789 -1.005 -0.010
Cl -5.738 -4.765 0.833 -0.130
H -6.383 0.089 0.744 0.226
Cl 12.757 -1.099 -1.631 -0.103
Cl 6.553 -1.046 -4.022 0.051
H -4.235 1.332 0.288 0.290
C -5.528 0.045 1.496 -0.054
H -5.487 -0.896 2.100 -0.175
C -5.215 -4.280 2.462 0.271
C -1.959 2.487 1.600 0.426
C -1.747 -0.727 1.054 -0.654
H -0.994 4.525 1.689 0.220
Cl 7.170 -0.519 -6.804 -0.115
C -2.995 0.038 1.749 0.603
C 6.010 -0.218 -5.493 0.234
Cl 0.914 6.664 -1.533 -0.044
C 11.250 -1.938 -2.051 0.340
C -4.106 7.648 -2.627 0.280
C -1.582 3.832 2.365 -1.159
N -5.662 1.284 2.351 -0.412
Cl 6.956 -7.781 2.059 -0.098
C -4.648 -1.737 -3.359 0.294
Cl 1.454 0.573 -2.575 -0.079
Cl -5.036 6.439 -1.732 -0.066
H -5.766 1.043 3.337 0.137
Cl -4.961 -2.668 8.767 -0.110
Cl 8.432 -5.345 1.524 -0.043
H -4.118 -0.517 -0.156 -0.265
Cl -4.174 -5.547 3.151 -0.149
Cl 1.288 6.231 -4.347 -0.107
Cl 2.725 8.365 -3.015 -0.110
Cl 4.166 -2.543 -1.384 0.036
Cl 9.864 -0.930 -1.593 -0.066
Cl -4.915 -1.945 -5.104 -0.133
```

The value obtained for the total energy is -536406.1440 eV. The HOMO energy is -2.633 eV. As for the gap between HOMO and LUMO: 3.72 eV. Its total charge is -1.

=====

(4)
Here is a structure of composition C17H12Cl4InN3O2S4 from the Open Molecules 2025 dataset. Energies are from ωB97M-V/def2-TZVPD.

Structure (XYZ):
```
43
Properties=species:S:1:pos:R:3:mulliken_charge:R:1
H 1.940 0.566 -1.002 -0.188
C 2.406 -1.926 -1.124 0.361
Cl 1.336 -2.392 3.792 -0.275
S -3.871 2.313 1.249 -0.185
In -0.669 0.936 0.791 0.408
S -3.886 1.245 -0.498 -0.105
H 2.252 -5.303 -0.829 0.360
H 3.903 2.524 3.198 0.339
O -0.141 1.746 -1.167 -0.314
N 0.371 -0.218 2.067 -0.645
C 0.348 -2.541 -0.345 0.187
H 4.856 0.800 4.743 0.326
N 2.912 0.420 -1.230 -0.199
O 1.070 2.181 -3.006 -0.663
H 3.636 -1.385 4.950 0.332
C 3.263 -0.600 4.303 -0.593
C 1.472 0.105 2.685 -0.016
C 2.111 -0.831 3.594 0.274
C 3.412 1.567 3.330 -0.818
C -1.077 1.126 -3.223 0.798
C 2.255 1.323 2.627 0.988
C 3.945 0.612 4.190 -0.347
C 4.950 -2.523 -2.107 -0.434
C 0.706 -3.907 -0.346 -0.926
Cl -1.968 2.413 -4.077 -0.230
H 3.290 1.152 -1.808 0.310
H 5.939 -2.733 -2.501 0.338
N 1.152 -1.587 -0.729 0.282
Cl 1.690 2.609 1.567 -0.279
S -1.941 3.043 1.371 -0.323
H -0.639 -2.248 -0.007 -0.029
C 2.848 -3.263 -1.215 0.803
H 4.464 -4.587 -1.785 0.331
C 0.094 1.750 -2.416 0.232
C 1.942 -4.263 -0.794 -0.675
H -1.777 0.628 -2.561 -0.219
H 5.224 -0.386 -2.263 0.349
C 4.544 -1.184 -1.987 -0.700
H -0.008 -4.641 0.003 0.392
C 4.141 -3.555 -1.716 -0.986
Cl -0.483 -0.088 -4.383 -0.236
C 3.303 -0.856 -1.471 0.374
S -2.666 -0.373 -0.072 -0.400
```

The value obtained for the total energy is -124998.6911 eV. The HOMO energy is -1.079 eV. As for the gap between HOMO and LUMO: 5.59 eV. Its total charge is -2.